Record 1
59
Properties=species:S:1:pos:R:3:forces:R:3 method="wB97M-V/def2-TZVPD" e_above_lowest_kj_mol=0.0 lumo_ev="-11.27 / -11.16" s2=3.929 multiplicity=4 orbital_gap_ev="5.27 / 5.46" homo_energy_ha="-0.6076 / -0.6107" total_energy_ha=-4094.6257 total_charge=+3
Re -10.520393 -11.749692 0.013423 1.2 0.7 -0.4
C -12.735590 -9.662887 1.900626 0.3 1.0 0.4
C -12.774378 -11.133161 1.957023 -0.4 -0.3 -0.3
N -12.119222 -11.978867 1.122849 -1.3 -1.0 1.9
C -12.568315 -13.294726 1.461763 0.2 0.4 -0.3
C -13.452327 -13.197255 2.457585 -0.4 0.4 0.5
N -13.576779 -11.839635 2.763637 0.4 -0.2 -0.5
H -13.151575 -9.280794 0.937389 0.2 -0.3 0.7
H -11.685300 -9.298615 2.000906 -0.8 -0.2 -0.1
H -13.317855 -9.245210 2.756021 0.4 -0.2 -0.8
H -12.202799 -14.197224 0.992820 -0.1 0.4 0.1
H -13.990884 -13.977912 2.969676 0.0 0.1 0.1
H -14.181155 -11.421830 3.473375 0.2 -0.2 -0.3
I -9.004259 -9.574224 0.350614 -0.2 -0.2 -0.1
I -7.485063 -7.023723 -0.065214 -0.1 -0.1 0.0
C -11.716502 -15.681726 -3.995435 -0.5 -0.2 0.1
N -10.998494 -15.178257 -2.775419 0.4 0.2 0.0
C -9.795048 -14.352064 -3.141690 0.2 0.4 0.1
C -11.907317 -14.550504 -1.735115 -0.1 0.2 1.0
C -12.311480 -13.119859 -2.037645 -0.1 -1.0 -0.5
C -13.388417 -13.068998 -2.917169 0.2 0.9 -0.4
C -13.772404 -11.850114 -3.468991 -0.3 0.7 0.3
C -13.169032 -10.645289 -3.051302 -0.1 -0.8 -0.3
C -12.115337 -10.697561 -2.165630 0.7 -0.9 0.9
C -11.662271 -11.946943 -1.613435 -0.5 0.2 -1.0
H -10.989422 -16.213890 -4.607732 -0.1 0.0 0.0
H -12.121888 -14.836275 -4.551163 0.1 -0.1 0.1
H -12.537647 -16.359341 -3.677977 0.6 0.4 -0.2
H -10.621034 -16.000537 -2.316015 0.1 -0.3 0.1
H -10.106905 -13.410211 -3.593045 -0.2 -0.2 -0.1
H -9.188933 -14.909280 -3.859086 -0.1 0.0 0.2
H -9.194995 -14.121309 -2.246633 -0.3 -0.4 -0.2
H -11.390391 -14.643907 -0.753464 -0.1 -0.1 -0.8
H -12.824413 -15.166954 -1.717191 0.6 0.1 0.1
H -13.886216 -13.995237 -3.195838 0.0 0.3 0.0
H -14.578943 -11.799399 -4.191572 0.0 -0.1 0.1
H -13.504123 -9.682333 -3.417538 0.0 -0.1 -0.2
H -11.596763 -9.793456 -1.872286 -0.1 0.2 0.0
C -5.259322 -17.735510 -0.811397 0.3 -0.4 -0.6
C -6.312410 -16.738423 -0.451766 0.1 0.0 0.5
C -6.194803 -15.405203 -0.821477 -0.4 0.6 0.0
C -7.114990 -14.419239 -0.447638 -0.3 0.1 0.6
C -6.858368 -12.995811 -0.823545 0.0 0.2 -0.1
C -8.238504 -14.789671 0.315305 0.9 -0.4 -0.3
Se -9.392823 -13.428731 1.205756 0.8 -1.0 -0.5
C -8.375743 -16.145782 0.700212 -0.4 0.8 0.4
C -9.515031 -16.540134 1.589234 0.1 -0.9 0.4
C -7.414736 -17.087942 0.316971 -0.8 0.6 0.0
H -4.666170 -17.347049 -1.644838 0.0 -0.1 0.2
H -5.708995 -18.675652 -1.149016 0.0 0.1 0.1
H -4.564748 -18.014717 0.001287 -0.4 0.4 -0.1
H -5.348226 -15.083731 -1.410691 0.1 0.0 0.0
H -5.833298 -12.963554 -1.194145 -0.2 0.5 -0.2
H -6.970741 -12.269432 0.008931 0.1 -0.6 -0.4
H -7.565772 -12.709102 -1.622137 0.4 0.2 0.1
H -10.442093 -16.006474 1.324867 0.2 -0.3 0.2
H -9.274620 -16.375460 2.664168 -0.2 0.0 -0.7
H -9.642922 -17.627452 1.467769 -0.4 0.4 0.2
H -7.581315 -18.111717 0.612410 0.1 -0.2 0.1

=====

Record 2
24
Properties=species:S:1:pos:R:3:forces:R:3 method="wB97M-V/def2-TZVPD" e_above_lowest_kj_mol=0.0 lumo_ev=0.75 orbital_gap_ev=9.45 homo_energy_ha=-0.3197 total_energy_ha=-1123.5004
C 1.259501 -3.111214 1.886259 -1.1 2.3 -2.1
C 0.845174 -2.205830 1.170964 2.0 -2.6 2.7
C 0.769415 -1.065764 0.306443 1.1 -0.7 -1.1
C -0.337788 -1.286331 -0.691799 -1.7 -0.2 -1.6
N -0.520344 0.047678 -1.312584 -0.3 -0.9 -0.8
C -1.513252 0.283026 -2.447470 0.8 -0.2 3.4
P -0.397620 1.179593 -0.090160 1.1 0.9 -1.7
C 0.874267 2.339132 -0.825936 -2.6 2.8 2.6
S -1.988279 1.992971 0.592536 -0.4 0.3 0.1
N 0.512074 0.176155 0.920042 -0.9 1.9 1.6
C 0.182153 0.308816 2.315861 -1.5 2.0 2.1
H 1.745443 -3.898142 2.388668 -0.1 -0.4 0.4
H 1.801848 -0.925220 -0.148232 -1.2 -0.8 -0.2
H -0.046113 -2.022293 -1.459274 -0.1 0.3 0.2
H -1.319543 -1.677366 -0.210572 1.5 0.6 -0.4
H -1.321108 1.330726 -2.732439 -1.0 -0.5 -0.1
H -1.337018 -0.400246 -3.215798 0.9 -0.8 -1.5
H -2.481383 -0.060890 -2.037392 -0.1 1.2 -0.4
H 1.275242 2.816038 0.166366 -0.2 -0.6 -2.1
H 1.533403 1.705870 -1.314333 1.6 -0.9 -0.9
H 0.426822 3.169834 -1.514603 0.8 -1.6 1.3
H -0.334216 1.341570 2.409043 0.9 -1.6 0.0
H -0.585781 -0.366423 2.738528 0.2 -0.2 -0.7
H 0.957101 0.328312 3.105882 0.4 -0.2 -1.1

=====

Record 3
201
Properties=species:S:1:pos:R:3:forces:R:3 method="wB97M-V/def2-TZVPD" lumo_ev=0.16 orbital_gap_ev=8.60 homo_energy_ha=-0.3104 total_energy_ha=-7229.6032
O 9.944789 -2.499244 6.570048 -0.9 2.4 -1.0
S 9.436443 -1.183835 6.106371 -0.3 1.5 1.0
O 9.411072 0.019001 6.987170 0.2 -2.3 -0.8
C 10.196371 -0.572858 4.578256 0.8 -1.1 -0.2
C 9.044648 -0.113049 3.633425 1.6 0.1 1.8
C 8.017369 -1.176307 3.838736 -2.0 -0.7 -0.6
C 7.737226 -1.269286 5.351420 1.4 -0.5 0.1
H 10.695852 -1.452205 4.171625 -0.2 -0.2 -0.4
H 11.036492 0.051521 4.882297 -0.5 0.6 -0.1
H 8.589565 0.781865 4.057858 0.3 0.4 -0.3
H 9.417461 0.061947 2.624233 -0.3 -0.1 0.1
H 8.187502 -2.137871 3.354451 0.7 -0.1 0.4
H 7.127203 -0.859633 3.295201 -0.4 0.1 0.3
H 7.351487 -2.198084 5.771690 -0.5 0.1 -0.4
H 7.234114 -0.367600 5.700626 0.0 -0.3 0.2
O 9.443259 6.740699 7.604838 0.3 -0.2 -0.6
S 8.336233 7.448548 8.173111 -1.8 0.2 -0.6
O 8.572280 8.674782 8.887345 0.0 -0.1 0.3
C 6.925186 7.766729 6.886182 0.1 -1.1 1.5
C 5.689111 7.065504 7.574368 0.7 -0.8 -0.3
C 6.245531 5.800089 8.288310 -1.1 -0.6 -0.5
C 7.363358 6.235618 9.170173 1.2 1.6 -0.1
H 7.303758 7.217063 6.024412 -0.3 0.0 -0.1
H 6.787283 8.819354 6.639066 0.3 -0.1 0.4
H 5.145698 7.660881 8.308078 0.4 0.5 -0.1
H 4.929211 6.719560 6.873674 0.2 0.3 -0.3
H 6.442897 5.020552 7.552457 0.9 0.2 -0.2
H 5.487524 5.255531 8.851324 -0.3 0.5 0.4
H 8.101708 5.543422 9.574880 -0.3 -0.2 -0.2
H 7.006939 6.918610 9.941275 -0.2 -0.4 0.3
O 7.657697 5.825754 -7.155382 -1.1 -1.1 0.0
S 6.728567 4.735625 -6.848469 -0.1 -0.2 0.0
O 5.377893 4.656251 -7.376374 0.6 0.6 0.1
C 7.488884 3.096092 -7.190625 0.1 0.6 0.7
C 7.920032 2.545101 -5.771599 0.1 0.3 -1.3
C 6.885418 3.056366 -4.792116 -0.7 0.0 0.2
C 6.705459 4.550645 -5.063624 0.8 -0.3 0.5
H 8.241033 3.344874 -7.939280 0.4 -0.4 0.4
H 6.725188 2.505667 -7.696838 -0.1 0.0 0.3
H 7.927626 1.455214 -5.757735 0.2 0.1 -0.2
H 8.910893 2.925171 -5.522947 0.1 -0.1 0.0
H 7.126878 2.890101 -3.742283 0.4 0.1 0.0
H 5.981882 2.463616 -4.934899 -0.4 0.3 -0.2
H 7.646950 5.023418 -4.784001 0.0 0.2 0.1
H 5.921266 5.056430 -4.500309 -0.3 -0.1 -0.6
O 1.071563 -4.795104 -7.850995 0.8 0.0 -0.9
S 1.973192 -4.766762 -8.993627 0.5 0.0 -2.4
O 2.962137 -3.675860 -9.187430 -1.6 -1.9 0.8
C 2.772630 -6.458766 -9.329204 0.5 1.0 0.2
C 1.733636 -7.323242 -10.012540 -0.9 0.3 0.9
C 0.826542 -6.453127 -10.936435 -0.6 0.1 0.7
C 1.063337 -4.942975 -10.673965 1.2 -0.6 0.1
H 3.221339 -6.873573 -8.426600 -0.4 0.1 0.2
H 3.615014 -6.215021 -9.976553 -0.1 0.2 -0.2
H 2.137843 -8.210133 -10.500526 0.3 0.3 -0.2
H 1.109948 -7.725785 -9.214373 -0.1 -0.1 0.0
H -0.224721 -6.647971 -10.724335 0.0 -0.3 0.2
H 0.953979 -6.784208 -11.967096 0.3 0.6 -0.1
H 0.212461 -4.277579 -10.820074 0.0 -0.2 0.5
H 1.836821 -4.641206 -11.380187 0.1 0.4 0.3
O -12.006475 7.053838 -2.171783 -0.5 -1.4 -0.4
S -12.433886 5.776216 -2.747135 1.7 -1.2 0.0
O -13.628610 5.739382 -3.577156 0.9 -0.2 0.6
C -10.936046 4.951183 -3.676614 -0.5 0.0 0.7
C -10.462614 3.738675 -2.783256 -0.8 0.3 0.1
C -11.685229 3.151574 -2.018897 0.3 1.7 0.4
C -12.390854 4.387443 -1.438460 -0.9 1.3 -0.2
H -10.161568 5.714326 -3.753363 -0.1 0.0 0.1
H -11.331113 4.777222 -4.677497 0.0 -0.5 0.1
H -9.921285 2.881168 -3.182943 -0.1 0.4 -1.1
H -9.741298 4.133602 -2.067825 -0.2 0.2 0.2
H -11.333200 2.568539 -1.167874 -0.1 -0.3 -0.2
H -12.318093 2.546675 -2.668268 -0.1 0.1 0.1
H -11.868485 4.895036 -0.627545 0.6 -0.3 -0.1
H -13.391047 4.283918 -1.017763 -0.2 -0.3 -0.5
O -4.791167 3.879762 -8.004849 0.7 -0.6 -1.2
S -3.835271 3.428512 -9.022822 0.7 1.5 -1.0
O -3.568115 4.287648 -10.222546 -0.7 -2.1 2.4
C -2.279346 3.010527 -8.150264 -0.4 -0.8 -1.3
C -2.166333 1.432912 -8.294116 1.1 1.4 0.6
C -3.568638 0.846468 -8.415312 0.2 -0.6 2.1
C -4.202372 1.670359 -9.448679 -0.9 1.2 -1.6
H -2.431583 3.377410 -7.135213 0.1 -0.3 0.0
H -1.433346 3.507508 -8.625022 -0.2 0.1 0.0
H -1.599961 1.081069 -9.156404 -0.1 0.7 -0.6
H -1.421300 1.236039 -7.523233 -0.8 -1.0 0.7
H -4.179987 0.939707 -7.517718 0.3 0.1 0.4
H -3.588082 -0.221969 -8.630195 0.2 0.1 -0.3
H -5.288569 1.613048 -9.519251 0.0 -0.1 0.0
H -3.763157 1.429525 -10.416761 -0.1 0.4 -0.2
O -9.004936 4.478192 4.657429 -0.2 -0.1 1.9
S -9.002678 4.535612 6.127572 -0.4 0.5 -1.7
O -7.757019 4.668939 6.833338 0.2 0.2 -0.1
C -10.200246 5.839530 6.710317 0.6 -0.3 0.1
C -11.338575 5.047029 7.365518 0.2 0.2 0.4
C -11.359524 3.612603 6.840537 0.2 -0.2 -0.1
C -9.888965 3.164523 6.870826 -0.8 0.2 0.3
H -10.527182 6.544392 5.945864 0.1 -0.6 -0.5
H -9.598387 6.436752 7.395294 -0.1 -0.2 0.2
H -11.118895 4.930479 8.426775 -0.1 0.3 0.2
H -12.297697 5.558187 7.282512 0.1 -0.1 -0.1
H -11.770793 3.530854 5.834412 0.0 0.0 0.0
H -11.960744 3.011116 7.522332 0.0 -0.2 -0.2
H -9.669737 2.180316 6.456862 0.1 0.3 -0.4
H -9.549314 3.177189 7.906480 0.1 0.0 0.0
O -10.228438 -3.722864 2.633217 0.4 -2.3 -0.7
S -9.393752 -4.861109 2.165938 0.0 2.7 0.9
O -9.817740 -5.771324 1.108597 0.3 0.7 1.2
C -7.823871 -4.031351 1.750010 0.3 -0.2 0.0
C -6.700886 -4.628932 2.645167 -1.1 0.5 -0.5
C -7.218426 -5.929912 3.196858 -0.7 -1.8 0.1
C -8.674507 -5.746852 3.612381 -0.9 0.7 -0.4
H -7.885861 -2.977426 2.021147 -0.6 -0.1 -0.4
H -7.704372 -4.142536 0.672303 0.3 -0.1 0.1
H -5.810227 -4.715141 2.022756 0.2 0.0 0.6
H -6.620683 -3.938954 3.485156 0.7 0.1 -0.1
H -6.675385 -6.353882 4.041521 0.3 0.2 -0.1
H -7.220441 -6.692267 2.417810 0.2 -0.1 -0.1
H -8.769116 -5.099759 4.484402 0.0 0.4 -0.2
H -9.360570 -6.568911 3.816407 0.6 -0.5 -0.3
O -6.470771 13.393337 1.566283 -0.4 -2.8 0.2
S -6.424817 11.906054 1.674570 0.4 1.1 -0.7
O -6.649666 11.247604 2.966386 0.4 0.8 -1.4
C -7.478196 11.018946 0.409226 0.1 0.4 0.0
C -6.630665 10.936495 -0.888992 0.0 0.8 0.9
C -5.302040 10.519634 -0.347119 2.0 -1.1 0.5
C -4.827394 11.394864 0.822097 -0.9 0.2 1.1
H -8.481964 11.440277 0.464224 0.2 0.4 -0.5
H -7.579104 9.991740 0.759624 0.2 0.0 0.4
H -6.943850 10.175634 -1.603912 -0.4 0.3 0.1
H -6.370638 11.873248 -1.381915 -1.1 0.3 -0.2
H -4.556757 10.486769 -1.141823 0.1 0.2 0.0
H -5.353169 9.485909 -0.005191 -0.1 -0.1 0.2
H -4.235057 12.282221 0.598845 -0.5 0.2 -0.4
H -4.279527 10.918444 1.635093 0.0 -0.6 -0.3
C 1.055336 -7.797386 4.526392 -0.1 0.1 0.8
C 1.191893 -7.818146 6.060071 -0.5 -0.5 -0.7
N 2.497137 -8.273620 6.474998 -0.5 0.7 0.2
C 3.519754 -7.293549 6.114210 1.7 -0.6 -0.7
C 4.389866 -7.826798 4.961190 0.2 -0.3 0.1
C 2.481383 -8.475819 7.914680 1.4 -1.2 0.0
C 2.236139 -7.308179 8.820967 -0.8 0.1 -0.3
H 1.616077 -6.945961 4.140712 -0.2 -0.1 -0.4
H 0.001465 -7.741286 4.253781 0.0 0.3 -0.1
H 1.438122 -8.728836 4.109286 0.1 0.1 0.1
H 0.990574 -6.860691 6.540551 -0.3 0.5 -0.4
H 0.440225 -8.492771 6.469906 0.0 -0.3 0.0
H 3.198447 -6.322998 5.736197 -0.8 0.2 0.5
H 4.157028 -7.117583 6.980824 0.0 0.1 0.0
H 4.833634 -8.796581 5.186334 -0.5 -0.3 0.0
H 3.757893 -7.872720 4.074282 0.2 -0.3 -0.1
H 5.277211 -7.243054 4.716315 -0.2 0.7 0.1
H 3.465629 -8.885207 8.142187 0.2 -0.2 0.1
H 1.778540 -9.260969 8.193319 -0.1 -0.1 -0.3
H 2.715776 -6.393307 8.473044 0.2 0.0 0.3
H 2.569731 -7.633870 9.806227 -0.2 0.5 0.1
H 1.157215 -7.159600 8.776909 0.0 0.5 0.6
C -0.216867 -0.380537 -0.849768 0.5 0.0 0.8
C -0.695635 0.275499 0.477975 -0.8 -0.4 -1.8
N -0.381188 1.674337 0.494307 0.6 1.6 1.3
C -0.460678 2.374465 1.808168 1.8 -0.5 -0.2
C 0.644104 1.891762 2.758263 -0.4 -1.3 1.1
C -0.974896 2.545370 -0.501060 -0.4 0.3 -0.3
C -2.494403 2.569295 -0.606380 -0.7 -0.4 0.3
H -0.248871 -1.468066 -0.783800 0.0 0.0 0.1
H 0.816200 -0.081607 -1.027264 0.0 0.0 -0.2
H -0.839138 -0.115663 -1.704591 0.0 0.3 0.1
H -1.774498 0.144661 0.394133 -0.5 -0.2 0.8
H -0.315170 -0.250276 1.353705 0.1 0.2 -0.1
H -0.138576 3.402485 1.642285 -0.5 0.1 -0.3
H -1.457095 2.401336 2.249217 -0.1 -0.2 0.2
H 0.672855 2.368478 3.738064 -0.1 1.0 -0.3
H 0.490076 0.887938 3.154144 -0.2 -0.6 -0.5
H 1.651464 1.873136 2.342365 -0.2 0.4 -0.3
H -0.577631 2.375861 -1.501828 0.2 -0.3 0.0
H -0.668328 3.553004 -0.220373 0.2 0.0 -0.2
H -3.014473 2.785601 0.326808 0.3 0.2 0.3
H -2.900956 1.599509 -0.893331 0.0 0.0 -0.4
H -2.843807 3.325267 -1.309603 0.2 -0.1 -0.2
C 7.260403 -10.184245 -3.689517 -1.0 0.3 -0.5
C 7.451200 -8.826255 -3.030848 0.0 -0.4 -0.6
N 8.053180 -7.853698 -3.942404 0.6 -0.5 0.7
C 8.116016 -6.552622 -3.236403 0.2 -0.6 -0.6
C 6.754838 -5.950922 -3.037231 -0.7 -0.1 0.3
C 9.403220 -8.353189 -4.263161 -0.3 1.4 -2.6
C 9.978783 -7.629381 -5.563153 0.6 -0.9 0.8
H 6.514511 -10.742972 -3.124201 0.3 -0.3 0.1
H 8.161798 -10.770412 -3.868379 -0.1 0.0 0.4
H 6.806552 -9.984856 -4.660264 0.0 -0.2 -0.2
H 6.489358 -8.405931 -2.737100 0.0 -0.4 0.2
H 8.080146 -9.005146 -2.158774 0.1 0.4 0.6
H 8.559985 -6.712973 -2.253916 0.6 0.2 0.2
H 8.703014 -5.872206 -3.853311 0.3 -0.1 0.2
H 6.164052 -6.124036 -3.936735 -0.1 0.4 -0.1
H 6.212546 -6.416194 -2.214091 0.0 -0.2 0.0
H 6.812171 -4.901379 -2.748684 0.0 0.1 -0.4
H 9.380230 -9.385604 -4.611991 -0.4 0.0 0.4
H 10.057418 -8.306928 -3.392535 0.4 0.2 0.1
H 10.324551 -6.600973 -5.458638 -0.2 0.0 0.2
H 9.383627 -7.727658 -6.471021 -0.8 0.2 0.5
H 10.831488 -8.228652 -5.882315 0.6 0.1 0.3